Computed, not measured: 15 unconnected molecules or ions with the total composition C24H82N4O15 at a distorted geometry, with the ωB97M-V functional and the def2-TZVPD basis.

Positions of all 125 atoms, in Å:
C (3.081, 3.151, -1.765)
C (2.446, 3.934, -0.638)
O (2.769, 3.293, 0.609)
H (2.849, 3.592, -2.736)
H (2.754, 2.112, -1.773)
H (4.170, 3.168, -1.662)
H (1.354, 3.944, -0.712)
H (2.821, 4.962, -0.612)
H (2.127, 3.630, 1.247)
C (3.307, -2.338, -1.019)
C (3.172, -3.042, 0.336)
O (3.681, -2.188, 1.357)
H (2.484, -1.623, -1.039)
H (3.258, -3.013, -1.872)
H (4.243, -1.780, -1.022)
H (3.749, -3.969, 0.354)
H (2.136, -3.283, 0.600)
H (3.221, -1.342, 1.271)
C (-0.477, -4.632, -1.041)
C (-0.657, -5.347, 0.296)
O (-1.393, -6.563, 0.116)
H (-1.419, -4.547, -1.582)
H (0.276, -5.135, -1.645)
H (-0.147, -3.608, -0.850)
H (-1.325, -4.761, 0.940)
H (0.325, -5.357, 0.780)
H (-1.818, -6.729, 0.961)
C (-1.124, -0.041, -0.601)
C (0.229, 0.542, -0.272)
O (0.895, -0.273, 0.648)
H (-1.042, -1.089, -0.918)
H (-1.554, 0.475, -1.455)
H (-1.886, -0.062, 0.184)
H (0.057, 1.581, 0.045)
H (0.682, 0.665, -1.267)
H (1.797, 0.051, 0.782)
C (2.211, -0.163, 4.294)
C (3.104, 1.027, 4.642)
C (4.418, 0.623, 5.290)
O (4.157, -0.241, 6.376)
C (5.325, -0.811, 6.905)
N (3.362, 1.849, 3.447)
H (1.177, 0.180, 4.184)
H (2.192, -0.897, 5.100)
H (2.435, -0.606, 3.327)
H (2.686, 1.676, 5.420)
H (4.994, 1.499, 5.605)
H (5.055, 0.099, 4.559)
H (5.867, -0.110, 7.547)
H (5.966, -1.172, 6.091)
H (5.098, -1.703, 7.490)
H (2.539, 2.391, 3.197)
H (3.536, 1.194, 2.695)
C (-2.473, -0.264, 6.019)
C (-1.611, 0.368, 4.922)
C (-1.500, -0.456, 3.659)
O (-1.048, -1.752, 3.968)
C (-0.815, -2.536, 2.840)
N (-2.143, 1.697, 4.606)
H (-2.563, 0.369, 6.910)
H (-2.221, -1.231, 6.458)
H (-3.514, -0.308, 5.670)
H (-0.610, 0.415, 5.362)
H (-0.804, 0.008, 2.946)
H (-2.457, -0.501, 3.115)
H (-0.231, -3.417, 3.116)
H (-0.193, -1.998, 2.112)
H (-1.716, -2.908, 2.334)
H (-3.157, 1.618, 4.580)
H (-2.020, 2.298, 5.416)
C (-7.227, -1.231, -0.460)
C (-5.968, -1.040, -1.284)
C (-5.202, 0.184, -0.752)
O (-5.931, 1.373, -0.952)
C (-6.058, 1.821, -2.290)
N (-5.072, -2.202, -1.184)
H (-7.981, -1.919, -0.840)
H (-7.710, -0.252, -0.363)
H (-6.985, -1.505, 0.570)
H (-6.164, -0.835, -2.337)
H (-4.237, 0.312, -1.255)
H (-5.002, 0.044, 0.312)
H (-6.440, 2.835, -2.253)
H (-6.780, 1.188, -2.813)
H (-5.087, 1.793, -2.791)
H (-5.456, -3.060, -1.562)
H (-4.816, -2.448, -0.234)
C (1.421, 0.959, -7.273)
C (2.524, 1.618, -6.479)
C (3.055, 0.854, -5.276)
O (1.976, 0.449, -4.451)
C (2.326, -0.524, -3.484)
N (3.679, 1.868, -7.353)
H (1.632, -0.056, -7.621)
H (1.130, 1.545, -8.144)
H (0.547, 0.832, -6.628)
H (2.114, 2.555, -6.076)
H (3.722, 1.464, -4.652)
H (3.623, -0.017, -5.627)
H (1.449, -0.821, -2.911)
H (2.938, -0.036, -2.712)
H (2.819, -1.356, -3.987)
H (4.420, 2.336, -6.837)
H (3.429, 2.538, -8.074)
O (0.537, 2.734, 2.763)
H (-0.355, 3.104, 2.797)
H (0.403, 1.777, 2.800)
O (0.215, 2.419, -3.715)
H (1.066, 2.005, -3.959)
H (-0.450, 1.717, -3.851)
O (-3.189, -1.184, -3.170)
H (-3.831, -1.289, -3.882)
H (-3.592, -1.652, -2.406)
O (-2.028, 2.823, -1.679)
H (-1.637, 3.666, -1.930)
H (-2.019, 2.305, -2.498)
O (-2.093, 1.089, -4.285)
H (-2.637, 1.218, -5.068)
H (-2.467, 0.298, -3.837)
O (3.536, 0.578, 0.738)
H (3.406, 1.530, 0.914)
H (4.412, 0.519, 0.340)
O (-3.336, 2.322, 0.941)
H (-2.627, 2.241, 0.287)
H (-4.095, 1.898, 0.527)

As for the spin multiplicity: 1. The highest occupied orbital energy is -8.703 eV. The LUMO energy comes out at 0.06 eV. The molar mass is 666.9 g/mol. For the frontier orbital gap, the calculation gives 8.8 eV. Its relative energy (zero: lowest compared OMol25 entry of this formula, charge and spin) is 0.00 kJ/mol.


Computed, not measured: a molecular structure, C25H11Cl5N5PtS2 at a distorted geometry, with the ωB97M-V functional and the def2-TZVPD basis.

Positions of all 49 atoms, in Å:
Pt (-0.008, -0.199, 0.708)
C (3.065, 4.075, 3.190)
C (2.954, 3.570, 1.901)
C (2.077, 2.545, 1.622)
C (1.270, 2.001, 2.632)
C (1.392, 2.528, 3.937)
C (2.280, 3.538, 4.204)
N (0.361, 1.010, 2.411)
N (-0.414, 0.655, 3.385)
C (-1.420, -0.182, 3.209)
C (-2.288, -0.506, 4.277)
C (-3.318, -1.381, 4.060)
C (-3.484, -1.939, 2.784)
C (-2.598, -1.603, 1.786)
N (-1.597, -0.739, 1.968)
H (3.755, 4.874, 3.406)
H (3.560, 3.989, 1.113)
H (2.008, 2.168, 0.609)
H (0.767, 2.092, 4.702)
H (2.367, 3.910, 5.215)
H (-2.109, -0.048, 5.236)
H (-3.994, -1.647, 4.860)
H (-4.290, -2.624, 2.576)
H (-2.690, -2.041, 0.802)
S (2.089, -0.110, -0.417)
C (1.472, 0.283, -1.993)
C (2.024, -0.342, -3.110)
C (1.537, -0.066, -4.376)
C (1.976, -0.827, -5.485)
N (2.281, -1.493, -6.365)
C (0.548, 0.932, -4.553)
C (0.018, 1.579, -3.451)
C (0.428, 1.228, -2.160)
S (-0.350, 1.959, -0.809)
C (0.097, 1.262, -5.855)
N (-0.263, 1.548, -6.903)
H (2.817, -1.066, -2.978)
H (-0.742, 2.334, -3.578)
Cl (1.040, -3.013, 0.793)
C (-0.029, -2.803, -0.546)
C (-0.661, -1.569, -0.653)
C (-1.662, -1.431, -1.608)
Cl (-2.610, 0.008, -1.629)
C (-1.959, -2.461, -2.505)
Cl (-3.205, -2.263, -3.667)
C (-1.236, -3.659, -2.441)
Cl (-1.571, -4.917, -3.549)
C (-0.268, -3.842, -1.445)
Cl (0.581, -5.318, -1.307)

The expectation value of S² is 6.043. As for the spin multiplicity: 5. The highest occupied orbital energy (alpha / beta) is -9.920 / -11.253 eV. As for the net charge: +1. The LUMO energy (alpha / beta) comes out at -4.25 / -7.60 eV. The molar mass is 817.9 g/mol. For the frontier orbital gap (alpha / beta), the calculation gives 5.7 / 3.7 eV. Its relative energy (zero: lowest compared OMol25 entry of this formula, charge and spin) is 0.00 kJ/mol.